{
  "formula": "CH3NO2S",
  "method": "ωB97M-V/def2-TZVPD",
  "symbols": ["C", "N", "O", "O", "S", "H", "H", "H"],
  "coordinates": [[1.44728, -0.01069, 0.00932], [1.83156, 1.11664, 0.13047], [0.89351, -1.00288, -0.05703], [-1.77368, -0.99893, 0.00599], [-2.09023, 0.88508, -0.00586], [2.11963, 1.98287, -0.15974], [-1.19506, -0.87979, -0.72962], [-1.23300, -1.09230, 0.80647]],
  "mulliken_charge": [0.546, -0.305, -0.506, -0.480, -0.327, 0.256, 0.397, 0.419],
  "total_charge": 0,
  "lumo_ev": -0.04,
  "multiplicity": 1,
  "gap_ev": 8.315
}

{
  "formula": "C6H28NO9",
  "method": "ωB97M-V/def2-TZVPD",
  "symbols": ["O", "C", "C", "C", "C", "C", "C", "N", "H", "H", "H", "H", "H", "H", "H", "H", "H", "H", "H", "H", "H", "H", "O", "H", "H", "O", "H", "H", "O", "H", "H", "O", "H", "H", "O", "H", "H", "O", "H", "H", "O", "H", "H", "O"],
  "coordinates": [[-2.16330, 2.63280, -2.18127], [-1.28718, 1.80714, -2.36016], [-0.35787, 1.50091, -1.19171], [-0.53402, 0.03698, -0.90796], [0.45601, -1.07779, -1.36653], [-1.28893, -1.91544, -2.89798], [-0.06515, -1.99214, -2.36628], [-0.73405, 2.36597, 0.07268], [-1.30087, 1.09582, -3.21998], [0.74776, 1.70014, -1.39140], [-1.53872, -0.33093, -0.91094], [-0.41932, -0.12528, 0.23080], [1.29630, -0.58740, -2.00055], [1.04057, -1.37023, -0.50450], [-1.67360, -2.40234, -3.72418], [-2.07135, -1.05396, -2.81198], [0.67207, -2.66746, -2.85909], [-1.70454, 1.99456, 0.45069], [-0.70555, 3.31972, -0.28622], [0.00488, 2.22172, 0.83006], [-0.21743, -0.26402, 2.58936], [-1.39812, -0.73427, 3.32840], [-0.72386, -1.06082, 2.76551], [3.47709, -2.50372, 0.67342], [2.31880, -2.55848, 1.67621], [3.30270, -2.56631, 1.62089], [-1.92098, -1.17393, 1.58055], [-3.33491, -1.51212, 0.87758], [-2.43191, -1.05866, 0.70618], [3.24137, -0.90283, 1.80013], [3.88865, 0.49650, 1.78605], [3.04522, 0.10091, 1.78641], [0.90641, 1.79532, 3.17071], [1.55077, 0.86395, 2.03986], [0.64794, 1.21897, 2.36792], [-2.94468, 3.38961, 1.88535], [-4.03751, 2.77444, 1.20533], [-3.12313, 3.09152, 1.02634], [2.58486, 1.61615, -3.52104], [2.89103, 0.83161, -2.03778], [2.31188, 0.96292, -2.83077], [0.59646, -3.32228, 1.98102], [0.26762, -1.91569, 1.66569], [0.72861, -2.72155, 1.25317]],
  "mulliken_charge": [-0.510, -0.203, 0.353, -0.701, 0.462, -0.865, -0.415, -0.232, 0.419, 0.473, 1.218, -1.002, 0.038, 0.274, 0.358, 0.099, 0.321, 0.524, 0.382, 0.320, 0.345, 0.370, -0.857, 0.339, 0.447, -0.788, 0.377, 0.261, -0.605, 0.389, 0.260, -0.654, 0.303, 0.409, -0.840, 0.296, 0.314, -0.648, 0.289, 0.298, -0.678, 0.361, 0.451, -0.752],
  "total_charge": 1,
  "lumo_ev": -2.96,
  "multiplicity": 1,
  "gap_ev": 8.753
}

Calculated energy above the lowest of the compared OMol25 structures with the same formula, charge and spin (kJ/mol), listed in the same order as above: 215.0, 397.4
Calculated total energy (eV), listed in the same order as above: -17503.2413, -26585.4678
Calculated HOMO energy (eV), listed in the same order as above: -8.36, -11.72